Entry 1:
7
Properties=species:S:1:pos:R:3:lowdin_charge:R:1 method="wB97M-V/def2-TZVPD" smiles="F/N=C/NF" spin_multiplicity=1 relative_energy_ev=4.662
F 2.89505 0.46605 0.02645 -0.128
N 1.97839 -0.56445 -0.04261 0.023
C 0.80070 0.05998 0.08668 -0.103
N -0.64572 -0.31092 0.14211 0.001
F -1.50499 0.78618 0.00432 -0.050
H 0.74706 1.17993 0.37856 0.145
H -0.78824 -1.15944 -0.35958 0.113



Entry 2:
7
Properties=species:S:1:pos:R:3:lowdin_charge:R:1 method="wB97M-V/def2-TZVPD" spin_multiplicity=1 relative_energy_ev=9.921
C -0.71675 -0.21009 0.08969 -0.369
O 0.04725 -0.46851 1.07916 0.118
O 2.10862 0.24166 0.39496 0.055
F -1.25285 -1.24000 -0.68268 0.010
F 1.54646 0.79038 -0.64718 -0.102
H -0.32007 0.39955 -0.66408 0.135
H -1.41266 0.48702 0.43014 0.153



Entry 3:
8
Properties=species:S:1:pos:R:3:lowdin_charge:R:1 method="wB97M-V/def2-TZVPD" spin_multiplicity=1 charge=-1 relative_energy_ev=2.919
C -0.04119 -0.50464 0.81782 -0.346
O 1.57986 0.61731 -1.14011 -0.413
O 2.50846 -1.25206 0.27147 -0.421
F -0.94343 0.52645 0.94142 -0.191
F -2.79646 0.86827 -1.43090 -0.125
P 1.51926 -0.17196 0.09626 0.392
H 0.01238 -0.90407 1.82718 0.005
H -1.83888 0.82070 -1.38313 0.099



Entry 4:
9
Properties=species:S:1:pos:R:3:lowdin_charge:R:1 method="wB97M-V/def2-TZVPD" spin_multiplicity=1 relative_energy_ev=0.000
C -1.69177 -0.30723 -0.95028 -0.150
O 1.30067 -0.37553 2.40925 -0.354
O 1.75668 -0.42180 0.09184 -0.274
O -0.65972 -0.54177 -1.50225 -0.005
F 0.03695 1.22183 0.99015 -0.320
F 2.14009 0.20294 -1.09764 -0.064
S 1.53906 0.59194 1.40599 1.009
H -2.58438 0.06056 -1.48384 0.080
H -1.83760 -0.43093 0.13679 0.077



Entry 5:
9
Properties=species:S:1:pos:R:3:lowdin_charge:R:1 method="wB97M-V/def2-TZVPD" spin_multiplicity=1 relative_energy_ev=5.216
C -0.35404 -1.04170 -0.01019 -0.339
N 0.70873 1.87489 -0.25543 -0.081
O -1.60624 1.20375 -1.18409 -0.317
F -1.42341 -1.48155 -0.60498 0.122
F -0.48187 -1.16321 1.34608 0.048
F 1.80883 -0.25464 1.00623 -0.618
S -0.50222 0.98581 -0.29023 1.043
H 0.53478 -1.53249 -0.40345 0.155
H 1.31544 1.40915 0.39607 -0.015



Entry 6:
9
Properties=species:S:1:pos:R:3:lowdin_charge:R:1 method="wB97M-V/def2-TZVPD" smiles=OPOC(F)(F)F spin_multiplicity=1 relative_energy_ev=1.075
O 2.09585 0.11784 -0.65228 -0.309
P 1.13473 -0.76317 0.19276 0.801
O -0.07491 0.21267 0.89334 -0.310
C -1.47936 0.21612 0.15818 -0.728
F -2.36997 0.87112 0.85500 0.206
F -1.85124 -1.00842 -0.18511 0.148
F -1.27525 0.83565 -0.93599 0.195
H 2.05769 0.07089 -1.61846 0.068
H 1.76246 -0.55271 1.29255 -0.070